# 1
{
  "formula": "C66H176O22",
  "method": "wB97M-V/def2-TZVPD",
  "e_above_lowest_kcal_mol": 14.2,
  "lumo_energy_ev": 0.2,
  "species": ["C", "C", "C", "O", "H", "H", "H", "H", "H", "H", "H", "H", "C", "C", "C", "O", "H", "H", "H", "H", "H", "H", "H", "H", "C", "C", "C", "O", "H", "H", "H", "H", "H", "H", "H", "H", "C", "C", "C", "O", "H", "H", "H", "H", "H", "H", "H", "H", "C", "C", "C", "O", "H", "H", "H", "H", "H", "H", "H", "H", "C", "C", "C", "O", "H", "H", "H", "H", "H", "H", "H", "H", "C", "C", "C", "O", "H", "H", "H", "H", "H", "H", "H", "H", "C", "C", "C", "O", "H", "H", "H", "H", "H", "H", "H", "H", "C", "C", "C", "O", "H", "H", "H", "H", "H", "H", "H", "H", "C", "C", "C", "O", "H", "H", "H", "H", "H", "H", "H", "H", "C", "C", "C", "O", "H", "H", "H", "H", "H", "H", "H", "H", "C", "C", "C", "O", "H", "H", "H", "H", "H", "H", "H", "H", "C", "C", "C", "O", "H", "H", "H", "H", "H", "H", "H", "H", "C", "C", "C", "O", "H", "H", "H", "H", "H", "H", "H", "H", "C", "C", "C", "O", "H", "H", "H", "H", "H", "H", "H", "H", "C", "C", "C", "O", "H", "H", "H", "H", "H", "H", "H", "H", "C", "C", "C", "O", "H", "H", "H", "H", "H", "H", "H", "H", "C", "C", "C", "O", "H", "H", "H", "H", "H", "H", "H", "H", "C", "C", "C", "O", "H", "H", "H", "H", "H", "H", "H", "H", "C", "C", "C", "O", "H", "H", "H", "H", "H", "H", "H", "H", "C", "C", "C", "O", "H", "H", "H", "H", "H", "H", "H", "H", "C", "C", "C", "O", "H", "H", "H", "H", "H", "H", "H", "H"],
  "positions_angstrom": [[-2.67, -6.50, 4.30], [-2.07, -7.55, 3.37], [-2.53, -7.35, 1.93], [-0.61, -7.40, 3.42], [-2.31, -5.53, 4.02], [-2.29, -6.58, 5.31], [-3.75, -6.42, 4.23], [-2.35, -8.56, 3.70], [-2.00, -8.10, 1.33], [-2.27, -6.35, 1.55], [-3.61, -7.55, 1.88], [-0.39, -7.92, 4.21], [2.94, 3.34, 5.40], [4.32, 3.89, 5.77], [5.41, 2.84, 5.77], [4.69, 4.96, 4.91], [2.22, 4.17, 5.46], [2.65, 2.51, 6.06], [2.89, 2.89, 4.40], [4.23, 4.32, 6.78], [5.47, 2.39, 4.78], [5.14, 2.07, 6.50], [6.43, 3.22, 5.95], [4.04, 5.66, 5.05], [0.99, -3.93, -6.00], [1.65, -3.76, -4.67], [1.10, -2.51, -3.89], [1.56, -4.93, -3.87], [-0.09, -4.03, -5.83], [1.26, -4.91, -6.41], [1.09, -3.08, -6.66], [2.74, -3.70, -4.87], [0.00, -2.55, -3.84], [1.38, -1.58, -4.37], [1.54, -2.51, -2.89], [0.63, -4.96, -3.57], [5.33, 4.82, 0.11], [6.25, 6.01, -0.09], [6.41, 6.47, -1.53], [5.76, 7.15, 0.66], [5.78, 3.87, -0.24], [4.34, 4.95, -0.34], [5.12, 4.64, 1.17], [7.23, 5.70, 0.32], [6.95, 5.72, -2.15], [6.93, 7.41, -1.53], [5.42, 6.63, -1.98], [5.74, 6.85, 1.58], [-5.95, 3.78, 3.91], [-4.84, 4.56, 4.57], [-3.54, 4.35, 3.86], [-5.06, 5.99, 4.59], [-6.90, 4.09, 4.36], [-5.83, 2.69, 4.03], [-5.93, 4.04, 2.84], [-4.65, 4.30, 5.63], [-3.25, 3.30, 3.74], [-2.74, 4.94, 4.33], [-3.51, 4.75, 2.83], [-5.62, 6.24, 3.86], [4.56, -0.91, 6.44], [3.06, -1.18, 6.27], [2.40, -1.77, 7.48], [2.26, -0.11, 5.85], [4.66, -0.28, 7.30], [4.97, -0.39, 5.58], [5.17, -1.81, 6.53], [3.08, -2.00, 5.49], [2.99, -2.55, 7.94], [1.41, -2.17, 7.20], [2.24, -0.98, 8.24], [2.56, 0.16, 4.92], [3.15, -3.77, -0.59], [3.59, -5.01, 0.11], [4.94, -5.50, -0.46], [3.72, -4.79, 1.54], [2.17, -3.57, -0.14], [2.91, -3.99, -1.64], [3.80, -2.84, -0.51], [2.86, -5.81, -0.04], [5.38, -6.37, 0.07], [5.69, -4.69, -0.57], [4.73, -5.83, -1.49], [2.88, -5.11, 1.94], [1.74, 4.27, 1.08], [0.92, 3.53, 2.14], [0.22, 4.55, 3.03], [-0.12, 2.76, 1.39], [1.16, 5.13, 0.66], [2.09, 3.56, 0.31], [2.61, 4.73, 1.59], [1.43, 2.78, 2.73], [-0.31, 3.98, 3.80], [-0.42, 5.18, 2.40], [0.94, 5.24, 3.44], [-0.46, 3.36, 0.67], [-3.00, 2.08, -4.36], [-3.41, 0.73, -3.79], [-2.17, -0.09, -3.52], [-4.13, 0.98, -2.58], [-2.40, 1.86, -5.24], [-2.45, 2.72, -3.64], [-3.88, 2.64, -4.69], [-4.06, 0.22, -4.50], [-1.59, -0.27, -4.43], [-2.38, -1.01, -2.99], [-1.61, 0.51, -2.80], [-4.48, 0.16, -2.17], [1.18, 3.40, -3.63], [1.79, 4.73, -3.94], [2.63, 5.18, -2.76], [2.70, 4.64, -5.11], [0.44, 3.43, -2.80], [1.97, 2.70, -3.41], [0.57, 3.03, -4.47], [0.99, 5.49, -4.11], [3.03, 6.18, -2.90], [3.53, 4.58, -2.57], [2.01, 5.17, -1.88], [2.49, 5.39, -5.67], [5.88, -0.84, -3.20], [5.22, 0.52, -3.25], [4.80, 0.95, -1.85], [6.14, 1.50, -3.76], [5.99, -1.25, -4.20], [5.29, -1.59, -2.67], [6.89, -0.59, -2.81], [4.35, 0.45, -3.96], [5.62, 0.78, -1.14], [3.96, 0.37, -1.46], [4.56, 2.01, -1.77], [5.67, 2.25, -4.11], [1.02, 2.39, -8.06], [1.66, 1.00, -8.10], [1.23, 0.20, -6.91], [1.32, 0.25, -9.29], [1.24, 2.95, -8.96], [1.41, 2.96, -7.23], [-0.04, 2.21, -8.06], [2.76, 1.11, -8.09], [1.66, -0.80, -6.84], [0.14, 0.07, -6.89], [1.37, 0.69, -5.96], [1.62, 0.73, -10.06], [-3.43, -3.41, 1.19], [-4.18, -2.42, 2.07], [-3.27, -1.40, 2.73], [-5.08, -1.63, 1.21], [-2.93, -2.81, 0.42], [-4.16, -4.12, 0.85], [-2.68, -3.89, 1.81], [-4.77, -2.94, 2.85], [-2.58, -1.96, 3.36], [-3.80, -0.66, 3.33], [-2.61, -0.92, 2.03], [-5.83, -1.28, 1.71], [-2.00, 5.90, -2.33], [-1.57, 5.70, -0.89], [-2.54, 6.43, 0.01], [-1.60, 4.29, -0.55], [-1.85, 6.94, -2.64], [-3.04, 5.67, -2.52], [-1.29, 5.37, -2.97], [-0.55, 6.06, -0.75], [-2.47, 7.49, -0.21], [-2.34, 6.29, 1.07], [-3.56, 6.09, -0.18], [-2.49, 3.89, -0.74], [-6.84, -1.10, -3.22], [-6.53, -1.69, -1.89], [-6.55, -3.23, -1.88], [-5.15, -1.29, -1.55], [-6.63, -0.03, -3.15], [-7.90, -1.12, -3.48], [-6.21, -1.50, -4.04], [-7.20, -1.38, -1.08], [-6.61, -3.64, -0.89], [-5.67, -3.60, -2.43], [-7.43, -3.63, -2.39], [-4.95, -1.50, -0.63], [4.44, -0.74, 1.38], [4.29, 0.34, 2.48], [4.50, 1.71, 1.88], [3.00, 0.24, 3.09], [4.25, -1.74, 1.76], [5.42, -0.71, 0.94], [3.64, -0.63, 0.65], [5.06, 0.20, 3.26], [5.37, 1.74, 1.25], [4.56, 2.50, 2.62], [3.64, 1.92, 1.22], [2.35, 0.18, 2.37], [0.66, -4.18, 4.80], [0.41, -3.83, 3.36], [1.17, -2.62, 2.89], [0.78, -4.97, 2.52], [0.17, -5.13, 4.97], [0.19, -3.40, 5.43], [1.74, -4.23, 5.06], [-0.67, -3.66, 3.22], [2.26, -2.75, 3.06], [0.87, -1.74, 3.46], [1.01, -2.43, 1.85], [0.37, -5.77, 2.91], [-6.00, 2.14, 0.32], [-4.63, 2.80, 0.43], [-3.60, 1.90, 1.09], [-4.22, 3.21, -0.91], [-6.42, 1.85, 1.25], [-5.85, 1.20, -0.24], [-6.70, 2.69, -0.33], [-4.70, 3.74, 0.98], [-2.66, 2.49, 1.25], [-3.44, 1.03, 0.42], [-3.98, 1.56, 2.07], [-4.04, 2.39, -1.43], [-1.27, 1.49, 6.24], [-1.14, 0.28, 5.36], [-0.48, 0.69, 4.02], [-0.48, -0.88, 5.88], [-1.89, 2.26, 5.75], [-0.32, 1.98, 6.47], [-1.70, 1.30, 7.22], [-2.16, -0.09, 5.20], [-0.95, 1.61, 3.71], [-0.69, -0.10, 3.28], [0.61, 0.88, 4.06], [0.47, -0.77, 5.79], [-2.78, -2.76, -6.01], [-3.76, -3.59, -5.23], [-5.10, -3.66, -5.93], [-3.21, -4.90, -4.98], [-2.55, -3.18, -7.01], [-1.85, -2.65, -5.45], [-3.12, -1.74, -6.19], [-3.73, -3.11, -4.25], [-5.85, -4.28, -5.43], [-4.94, -4.03, -6.94], [-5.48, -2.63, -5.96], [-2.88, -5.31, -5.78], [-1.78, -6.90, -2.08], [-1.61, -5.46, -1.74], [-0.41, -5.24, -0.84], [-1.31, -4.66, -2.88], [-0.88, -7.40, -2.44], [-2.66, -6.97, -2.78], [-2.08, -7.46, -1.20], [-2.52, -5.03, -1.28], [-0.51, -5.82, 0.08], [-0.29, -4.17, -0.61], [0.50, -5.52, -1.37], [-2.01, -4.77, -3.56], [-0.64, -1.16, -0.28], [0.67, -0.36, -0.34], [0.61, 0.69, -1.40], [1.04, 0.26, 0.91], [-0.62, -2.06, 0.33], [-0.95, -1.46, -1.27], [-1.38, -0.40, 0.10], [1.52, -1.02, -0.59], [1.52, 1.28, -1.35], [-0.22, 1.37, -1.19], [0.48, 0.21, -2.39], [0.51, 1.07, 0.94]]
}

# 2
{
  "formula": "C66H66GaN5O7Te",
  "method": "wB97M-V/def2-TZVPD",
  "s_squared": 0.8289,
  "multiplicity": 2,
  "total_charge": -1,
  "lumo_energy_ev": [2.1, 0.7],
  "species": ["Ga", "C", "C", "N", "O", "C", "C", "N", "O", "H", "H", "H", "H", "H", "H", "H", "C", "C", "C", "O", "C", "C", "O", "C", "O", "C", "C", "C", "C", "C", "C", "C", "C", "C", "C", "C", "C", "C", "O", "C", "C", "C", "C", "C", "C", "C", "C", "C", "C", "C", "C", "H", "H", "H", "H", "H", "H", "H", "H", "H", "H", "H", "H", "H", "H", "H", "H", "H", "H", "H", "H", "H", "H", "H", "H", "H", "H", "H", "H", "N", "C", "C", "C", "C", "N", "C", "C", "H", "H", "H", "H", "C", "C", "C", "C", "C", "C", "Te", "N", "C", "O", "C", "C", "C", "C", "C", "C", "C", "C", "C", "C", "C", "C", "C", "C", "C", "C", "C", "C", "H", "H", "H", "H", "H", "H", "H", "H", "H", "H", "H", "H", "H", "H", "H", "H", "H", "H", "H", "H", "H", "H", "H", "H", "H", "H", "H"],
  "positions_angstrom": [[-0.98, 0.38, 1.24], [3.26, 0.91, 2.95], [1.78, 0.79, 2.70], [1.29, 0.55, 1.50], [2.08, 0.22, 0.56], [0.84, 0.94, 3.75], [1.28, 1.18, 5.16], [-0.44, 0.75, 3.44], [-1.29, 0.75, 4.34], [3.78, 0.90, 1.99], [3.63, 0.09, 3.55], [3.47, 1.85, 3.47], [1.33, 0.55, -0.51], [2.00, 0.43, 5.48], [0.41, 1.15, 5.80], [1.76, 2.16, 5.25], [2.51, 5.74, 0.02], [1.05, 5.40, -0.30], [0.31, 6.63, -0.81], [0.44, 4.89, 0.88], [0.12, 3.51, 0.75], [0.88, 3.15, -0.59], [0.96, 4.39, -1.27], [0.63, 2.03, -1.66], [0.52, 0.76, -1.06], [-0.52, 2.17, -2.65], [-0.79, 1.05, -3.43], [-1.69, 1.10, -4.48], [-2.35, 2.29, -4.77], [-2.09, 3.41, -4.00], [-1.18, 3.36, -2.95], [1.93, 2.10, -2.52], [3.11, 1.51, -2.07], [4.27, 1.59, -2.82], [4.29, 2.27, -4.03], [3.13, 2.88, -4.48], [1.96, 2.79, -3.73], [-1.40, 3.25, 1.06], [-1.75, 1.97, 0.63], [-1.65, 3.40, 2.57], [-0.80, 4.07, 3.45], [-1.15, 4.22, 4.79], [-2.34, 3.69, 5.26], [-3.19, 3.02, 4.39], [-2.85, 2.89, 3.06], [-2.34, 4.33, 0.48], [-3.31, 4.01, -0.45], [-4.23, 4.95, -0.90], [-4.18, 6.25, -0.42], [-3.22, 6.58, 0.53], [-2.32, 5.63, 0.98], [2.54, 6.49, 0.80], [3.00, 6.11, -0.88], [3.03, 4.85, 0.36], [0.36, 7.43, -0.08], [-0.73, 6.37, -0.99], [0.76, 6.94, -1.75], [0.64, 2.96, 1.54], [1.89, 2.89, -0.23], [-0.27, 0.12, -3.21], [-1.87, 0.22, -5.07], [-3.04, 2.34, -5.60], [-2.60, 4.34, -4.22], [-0.97, 4.25, -2.39], [3.14, 0.99, -1.13], [5.17, 1.12, -2.45], [5.20, 2.33, -4.61], [3.12, 3.43, -5.41], [1.07, 3.28, -4.10], [0.14, 4.49, 3.09], [-0.47, 4.73, 5.46], [-2.60, 3.80, 6.31], [-4.10, 2.57, 4.76], [-3.50, 2.35, 2.38], [-3.35, 3.01, -0.84], [-4.98, 4.66, -1.62], [-4.89, 6.99, -0.76], [-3.18, 7.59, 0.92], [-1.60, 5.90, 1.74], [-6.70, -2.52, -3.41], [-5.88, -2.07, -2.75], [-4.83, -1.54, -1.93], [-4.66, -0.17, -1.76], [-3.60, 0.26, -0.98], [-2.74, -0.56, -0.40], [-2.92, -1.86, -0.55], [-3.95, -2.41, -1.29], [-5.33, 0.53, -2.24], [-3.42, 1.31, -0.80], [-2.21, -2.49, -0.04], [-4.06, -3.48, -1.38], [6.60, -6.49, -1.29], [5.40, -5.68, -0.87], [4.23, -6.29, -0.43], [3.12, -5.54, -0.05], [1.91, -6.29, 0.45], [3.12, -4.14, -0.14], [1.43, -2.82, 0.60], [-0.48, -1.59, 1.40], [-1.44, -1.72, 2.27], [-2.39, -0.86, 2.30], [-1.48, -2.81, 3.29], [-2.71, -3.17, 3.84], [-2.78, -4.09, 4.88], [-1.61, -4.64, 5.39], [-0.39, -4.28, 4.85], [-0.32, -3.37, 3.81], [0.13, -3.65, -0.89], [-0.88, -4.58, -0.60], [-1.18, -5.07, 0.79], [-1.69, -5.06, -1.63], [-1.58, -4.58, -2.92], [-2.51, -5.04, -4.01], [-0.60, -3.64, -3.20], [0.28, -3.20, -2.22], [1.34, -2.21, -2.60], [4.32, -3.53, -0.55], [4.49, -2.03, -0.64], [5.43, -4.30, -0.91], [6.43, -7.56, -1.14], [7.48, -6.20, -0.72], [6.81, -6.32, -2.35], [4.19, -7.37, -0.36], [2.18, -7.31, 0.72], [1.14, -6.32, -0.31], [1.51, -5.79, 1.33], [-3.60, -2.68, 3.46], [-3.74, -4.35, 5.31], [-1.66, -5.35, 6.21], [0.53, -4.70, 5.27], [0.64, -3.07, 3.40], [-0.51, -4.62, 1.51], [-1.10, -6.16, 0.85], [-2.21, -4.81, 1.07], [-2.44, -5.81, -1.39], [-3.23, -5.78, -3.65], [-1.95, -5.48, -4.84], [-3.07, -4.20, -4.42], [-0.51, -3.25, -4.20], [1.34, -2.02, -3.67], [2.32, -2.59, -2.31], [1.18, -1.27, -2.08], [3.72, -1.50, -0.08], [4.43, -1.70, -1.68], [5.47, -1.73, -0.26], [6.35, -3.80, -1.21]]
}